No. 1
Computed, not measured: a 14-piece molecular cluster, C6H39NO13 overall at a distorted geometry, with ωB97M-V/def2-TZVPD.

The geometry in XYZ format:
```
59
Properties=species:S:1:pos:R:3:mulliken_charge:R:1
C -2.19406 0.23702 0.93068 -1.112
C -0.83640 0.81344 0.57102 -0.844
C 0.05541 -0.09623 -0.30273 1.722
C -0.18718 -0.00883 -1.77894 0.007
C -0.79445 -1.00347 -2.51835 -1.307
C 1.64340 1.36658 -2.61366 -0.838
N 0.18762 1.15711 -2.39576 0.247
H -2.11900 -0.80421 1.24615 0.079
H -2.66375 0.78959 1.72906 0.462
H -2.91123 0.18822 0.11173 0.235
H -0.93682 1.79267 0.08472 0.453
H -0.26775 1.03464 1.47442 0.277
H -0.04862 -1.13901 0.00546 0.126
H 1.10830 0.13490 -0.11080 -0.424
H -0.95825 -0.96544 -3.59205 0.305
H -1.13573 -1.92835 -2.06946 0.304
H 2.19288 1.18021 -1.69330 0.321
H 1.82378 2.40384 -2.89837 0.373
H 2.02367 0.72434 -3.40572 0.358
H -0.31700 1.28950 -3.26986 0.404
H 1.49822 0.18963 3.89971 0.447
H 2.31404 1.37951 3.41971 0.393
O 1.68695 1.12027 4.11884 -0.810
H -2.82013 2.31959 -5.11935 0.291
H -2.17331 3.13133 -3.96931 0.335
O -2.24768 2.24147 -4.34989 -0.666
H 0.53342 2.37034 3.87767 0.455
H -0.94872 2.76899 3.72908 0.287
O -0.06412 3.11190 3.58287 -0.737
H -0.90090 -3.53529 -0.21381 0.440
H -2.29667 -2.82110 -0.27784 0.326
O -1.71857 -3.37156 0.29348 -0.742
H -3.92360 -2.56467 -2.12063 0.276
H -3.36687 -1.14442 -1.89845 0.389
O -3.42203 -2.03733 -1.48531 -0.580
H 0.73997 3.52624 2.10698 0.474
H 0.65463 3.16596 0.61015 0.257
O 1.22515 3.61600 1.24339 -0.793
H 1.99235 -2.05726 3.76403 0.276
H 0.71621 -1.91184 2.89942 0.406
O 1.54640 -1.44004 3.17331 -0.745
H -1.48696 -2.47733 3.23511 0.303
H -1.05071 -3.03800 1.86681 0.388
O -0.71514 -2.83496 2.77439 -0.703
H 1.99014 -0.93542 -1.58410 0.168
H 2.83137 -1.32207 -0.40536 0.510
O 2.55766 -1.67508 -1.30202 -0.850
H 4.00382 2.44862 1.94636 0.252
H 2.51275 2.61236 1.49799 0.410
O 3.19043 1.95171 1.79970 -0.674
H -2.91079 1.04802 -3.22328 0.417
H -2.72895 0.90838 -1.73994 0.240
O -3.30171 0.59154 -2.44520 -0.700
H 1.34787 -2.91473 -1.01215 0.416
H 0.96356 -4.38167 -1.45875 0.255
O 0.67318 -3.63227 -0.93874 -0.616
H 3.38355 0.24067 1.28146 0.357
H 2.71910 -1.08865 1.80330 0.470
O 3.33122 -0.72535 1.11616 -0.767
```

Summary:
⟨S²⟩ = 0.766
Spin multiplicity = 2
Energy above the lowest of the compared OMol25 structures with the same formula, charge and spin = 0.0 kcal per mole
Total energy = -1284.6401 Eh
HOMO energy (alpha / beta) = -13.46 / -13.46 eV
Frontier orbital gap (alpha / beta) = 9.876 / 6.037 eV
Net charge = +1



No. 2
Computed, not measured: an isolated molecule of C6H3Br4NO3 at a distorted geometry, with ωB97M-V/def2-TZVPD.

The geometry in XYZ format:
```
17
Properties=species:S:1:pos:R:3:mulliken_charge:R:1
C -0.86089 0.46908 -1.44274 -0.840
C -1.11159 1.66778 -0.60156 0.320
C -0.32344 -0.72208 -1.10274 0.630
C -0.39790 2.04476 0.49691 0.173
C 0.78317 1.39010 1.00087 -0.098
C -0.19005 -1.25015 0.25509 -0.233
N 0.72557 -2.09297 0.65259 0.883
O 1.59296 -2.48815 -0.31747 -0.433
O 0.94566 -2.48989 1.76969 -0.694
O 1.37386 0.46798 0.48966 -0.430
Br -2.38250 2.84738 -1.35142 -0.121
Br -0.24269 -1.99030 -2.51614 -0.114
Br -0.84121 3.65110 1.45424 -0.149
Br -1.30402 -0.74127 1.68802 -0.009
H -1.09536 0.48716 -2.41088 0.555
H 1.15556 1.95374 1.98783 0.205
H 2.17289 -3.20427 -0.05195 0.355
```

Summary:
Energy above the lowest of the compared OMol25 structures with the same formula, charge and spin = 3.8 kcal per mole
Total energy = -10806.7657 Eh
HOMO energy = -9.03 eV
Frontier orbital gap = 7.661 eV
Net charge = 0



No. 3
Computed, not measured: C6H3ClN2O6PtS2 as an isolated structure at a distorted geometry, with ωB97M-V/def2-TZVPD.

The geometry in XYZ format:
```
21
Properties=species:S:1:pos:R:3:mulliken_charge:R:1
Pt 0.08599 -0.05043 0.22827 0.852
S -0.56568 -0.48176 -1.89912 -0.418
C -1.98184 0.41506 -1.62601 0.562
S -1.98664 0.79888 0.03296 -0.339
C -2.94649 0.76514 -2.56999 0.124
C -4.07774 1.55959 -2.22660 0.094
N -5.00865 2.20028 -1.98625 -0.598
C -2.84851 0.34548 -3.92736 0.089
N -2.80489 0.01452 -5.03373 -0.599
O 2.46084 3.47023 1.70787 -0.731
Cl 1.78542 2.39731 1.00174 1.580
O 2.73430 1.66331 0.19911 -0.569
O 1.19589 1.47666 2.01070 -0.694
O 0.73169 2.95141 0.19186 -0.554
C 2.28764 -2.92998 2.30236 -1.059
C 1.36682 -1.97020 1.57364 0.986
O 0.24608 -1.72154 2.05109 -0.765
O 1.79982 -1.44912 0.48581 -0.769
H 1.71472 -3.78253 2.66720 0.295
H 2.71360 -2.40874 3.16163 0.241
H 3.09765 -3.26359 1.65482 0.273
```

Summary:
Energy above the lowest of the compared OMol25 structures with the same formula, charge and spin = 26.0 kcal per mole
Total energy = -2167.1323 Eh
HOMO energy = -1.81 eV
Frontier orbital gap = 6.760 eV
Net charge = -2



No. 4
Computed, not measured: C6H3LaO5 as an isolated structure at a distorted geometry, with ωB97M-V/def2-TZVPD.

The geometry in XYZ format:
```
15
Properties=species:S:1:pos:R:3:mulliken_charge:R:1
C 1.76708 -0.57171 -0.05492 -0.006
C 0.37278 -1.11922 0.06048 0.648
O -0.15442 -3.23590 -1.26024 0.165
C 0.06370 -2.28920 -0.71192 0.180
O 1.92399 0.59268 -0.37043 -0.486
H 2.60514 -1.28278 0.02456 0.464
La 3.89610 2.42904 -0.88741 2.125
O -1.91317 1.60359 0.82642 -0.089
C -1.96780 1.50291 -0.56178 0.472
C -1.09862 0.66197 1.29031 -0.087
O -2.52658 2.26245 -1.27226 -0.141
O -1.18295 0.47092 -0.90620 -0.230
C -0.74477 -0.16434 0.25080 0.093
H -0.97783 0.53873 2.36436 0.445
H -0.06265 -1.39915 1.20821 0.447
```

Summary:
Total energy = -636.1793 Eh
HOMO energy (alpha / beta) = -25.81 / -22.19 eV
Frontier orbital gap (alpha / beta) = 9.260 / 3.133 eV
Net charge = +4



No. 5
Computed, not measured: an isolated ion of composition C6H3N2 and charge +1 at a distorted geometry, with ωB97M-V/def2-TZVPD.

The geometry in XYZ format:
```
11
Properties=species:S:1:pos:R:3:mulliken_charge:R:1
C -0.04679 -1.61332 0.00077 0.491
C 2.34724 0.72421 -0.00948 0.113
C -1.34963 -1.14762 0.02345 -0.616
C -1.43169 0.21063 0.01415 0.012
C -0.21464 0.97035 -0.03704 -0.257
C 1.00382 0.49362 -0.04402 0.532
N 3.46423 0.99264 0.05402 -0.176
N 1.12109 -1.63340 -0.01716 -0.327
H -2.21710 -1.79121 0.05445 0.397
H -2.38055 0.73405 0.04050 0.430
H -0.29600 2.06005 -0.07965 0.401
```

Summary:
Energy above the lowest of the compared OMol25 structures with the same formula, charge and spin = 22.1 kcal per mole
Total energy = -339.4963 Eh
HOMO energy = -15.78 eV
Frontier orbital gap = 8.202 eV
Net charge = +1



No. 6
Computed, not measured: C6H3NO as an isolated structure at a distorted geometry, with ωB97M-V/def2-TZVPD.

The geometry in XYZ format:
```
11
Properties=species:S:1:pos:R:3:mulliken_charge:R:1
C -0.66207 0.70756 -0.84341 0.705
C 0.23033 -0.38361 -0.10119 -0.367
C -0.25617 -0.81684 1.04071 0.047
C 0.40155 -1.64717 2.06529 0.117
C 0.23630 1.27966 -1.89046 -0.198
C 1.23167 1.67758 -2.59441 -0.236
H 1.27822 -0.42999 -0.82918 0.201
H -1.40926 -0.71619 1.07910 0.292
H 2.12592 2.72632 -2.95574 0.334
N 0.71173 -2.38415 2.91430 -0.374
O -1.75834 1.27573 -0.46919 -0.522
```

Summary:
Energy above the lowest of the compared OMol25 structures with the same formula, charge and spin = 114.9 kcal per mole
Total energy = -360.1883 Eh
HOMO energy = -10.98 eV
Frontier orbital gap = 9.315 eV
Net charge = 0